--- i ---
Formula: C5H6N2S
Source: OMol25
Level of theory: the ωB97M-V functional and the def2-TZVPD basis

```
! RIJCOSX wB97M-V def2-TZVPD def2/J DEFGRID3
* xyz 0 1
C -1.6906 -1.7737 -0.0045
C -0.8151 -0.7071 -0.0388
C -1.4834 0.5837 0.0134
N -2.1556 1.5410 -0.0942
N 0.5514 -0.7938 -0.0830
C 1.5075 0.1666 -0.0699
C 1.1182 1.6094 0.0432
S 3.0242 -0.3331 -0.0365
H -1.3689 -2.8303 -0.0218
H -2.7367 -1.6559 0.0658
H 0.8842 -1.7750 0.1110
H 0.5431 2.0100 -0.8685
H 2.0535 2.1602 0.0192
H 0.5682 1.7979 0.9645
*
```

The value obtained for the lowest unoccupied orbital energy is -0.30 eV. As for the frontier orbital gap: 8.6 eV. Its SMILES is C=C(C#N)NC(C)=S.

***

--- ii ---
Formula: C5H6N2S
Source: OMol25
Level of theory: the ωB97M-V functional and the def2-TZVPD basis

```
! RIJCOSX wB97M-V def2-TZVPD def2/J DEFGRID3
* xyz 0 1
S 2.8704 0.6698 -1.0127
C 1.3192 0.7280 -1.4457
C 0.1141 0.9117 -0.5317
C 0.4049 0.6636 0.9236
C -0.0594 -0.4354 1.5148
N -0.8495 -1.3425 0.7833
C -1.3350 -0.9259 -0.4337
N -0.9763 0.0980 -1.0874
H 1.0429 0.6187 -2.4608
H -0.1477 1.9728 -0.6826
H 1.0091 1.3931 1.4755
H 0.1012 -0.7167 2.5339
H -1.3544 -2.0764 1.2976
H -2.1394 -1.5587 -0.8741
*
```

The value obtained for the lowest unoccupied orbital energy is 0.07 eV. As for the frontier orbital gap: 8.5 eV. Its SMILES is S=C[C@@H]1C=CNC=N1.

***

--- iii ---
Formula: C5H6N2S
Source: OMol25
Level of theory: the ωB97M-V functional and the def2-TZVPD basis

```
! RIJCOSX wB97M-V def2-TZVPD def2/J DEFGRID3
* xyz 0 1
C -1.4787 -1.6635 -0.1065
N -2.4507 -0.7466 -0.0100
N -1.8767 0.4376 0.0036
C -0.5354 0.3368 -0.0912
C -0.3527 -1.0032 -0.0340
S 1.4865 -1.5900 -0.1119
C 1.8994 0.2869 0.2766
C 0.7191 1.0869 -0.3940
H -1.8035 -2.7432 -0.0811
H -2.3387 1.2052 0.6048
H 1.8530 0.3560 1.4773
H 2.8847 0.6555 -0.0639
H 0.9386 1.1602 -1.4387
H 1.0549 2.2215 -0.0311
*
```

The value obtained for the lowest unoccupied orbital energy is 0.82 eV. As for the frontier orbital gap: 9.2 eV. Its SMILES is c1n[nH]c2c1SCC2.

***

--- iv ---
Formula: C5H6N2S
Source: OMol25
Level of theory: the ωB97M-V functional and the def2-TZVPD basis

```
! RIJCOSX wB97M-V def2-TZVPD def2/J DEFGRID3
* xyz 0 1
N 0.7723 2.4829 0.0639
C 0.8445 1.3220 0.1223
C 0.9647 -0.1263 0.1643
S 2.3668 -0.8186 -0.1878
C -0.3042 -0.8607 0.5587
C -1.4476 -0.5360 -0.3918
C -2.8474 -0.6342 0.0469
N -2.2067 0.6632 -0.0830
H -0.0985 -1.9158 0.5557
H -0.5898 -0.5232 1.5585
H -1.2566 -0.7487 -1.4320
H -3.5777 -0.9513 -0.6842
H -3.0587 -0.9266 1.0735
H -2.5068 1.1505 -0.9348
*
```

The value obtained for the lowest unoccupied orbital energy is -1.30 eV. As for the frontier orbital gap: 8.2 eV. Its SMILES is N#CC(=S)C[C@H]1CN1.

***

Tell me which of them is the least stable. Sure, it is iii.

***

--- i ---
Formula: C5H6N2S
Source: OMol25
Level of theory: the ωB97M-V functional and the def2-TZVPD basis

```
! RIJCOSX wB97M-V def2-TZVPD def2/J DEFGRID3
* xyz 0 1
C -1.9760 1.2952 -0.0924
C -0.5979 1.3592 0.1004
N 0.2308 0.2650 -0.0608
C 1.5701 0.4322 -0.0436
C 2.1541 -0.7682 -0.1095
N 1.1749 -1.6313 0.1905
C -0.0184 -1.0000 0.0138
S -1.4853 -2.0850 0.0401
H -2.6677 0.5360 -0.4680
H -2.5891 2.3650 0.2281
H -0.0819 2.3453 0.7524
H 1.9519 1.3858 -0.2143
H 3.1403 -1.2892 0.0098
H -0.8058 -3.2101 -0.3466
*
```

The value obtained for the lowest unoccupied orbital energy is 0.69 eV. As for the frontier orbital gap: 9.1 eV. Its SMILES is C=Cn1ccnc1S.

***

--- ii ---
Formula: C5H6N2S
Source: OMol25
Level of theory: the ωB97M-V functional and the def2-TZVPD basis

```
! RIJCOSX wB97M-V def2-TZVPD def2/J DEFGRID3
* xyz 0 1
C 3.5627 1.1930 0.1250
C 3.3741 0.4200 -0.9588
C 1.8377 -0.0983 1.1335
C -0.9044 -1.6856 -0.0455
C -2.2238 -1.1668 0.1879
N 2.7696 0.9116 1.2134
N -1.1549 -1.0164 -1.0519
S 2.0096 -0.7312 -0.5288
H 4.4092 1.8782 0.1524
H 3.9926 0.1383 -1.8306
H -0.2047 -2.3970 0.3292
H 2.9746 1.3604 2.0583
H -3.1670 -1.7163 -0.0449
H -2.5385 -0.2480 0.6779
*
```

The value obtained for the lowest unoccupied orbital energy is 0.78 eV. As for the frontier orbital gap: 9.9 eV.

***

Tell me which of them is the least stable. Sure, it is ii.

***

--- i ---
Formula: C6H38N2O11
Source: OMol25
Level of theory: the ωB97M-V functional and the def2-TZVPD basis

```
! RIJCOSX wB97M-V def2-TZVPD def2/J DEFGRID3
* xyz 0 1
C -0.5150 -2.5428 -0.9813
C -1.2026 -2.1778 0.3560
N -0.5241 -0.9835 0.9111
C -0.6683 0.2181 0.1575
C -1.3739 1.4313 0.7400
C -0.5180 2.6989 0.9140
C 0.8953 2.5855 1.3814
N 1.6320 3.7557 0.7677
H 0.1890 -1.8202 -1.3850
H 0.0700 -3.4253 -0.8382
H -1.3583 -2.7219 -1.6583
H -2.2782 -1.9745 0.2165
H -1.2147 -3.0042 1.1247
H -0.3838 -1.1538 1.8906
H 0.2533 0.5436 -0.3567
H -1.2498 -0.1107 -0.7363
H -1.8129 1.1796 1.7441
H -2.2762 1.5971 0.0763
H -1.1993 3.2539 1.5790
H -0.5922 3.3082 -0.0280
H 1.0326 2.5408 2.4816
H 1.4041 1.6899 0.9710
H 2.5603 3.7527 1.2506
H 1.2901 4.6642 1.0719
O 2.7258 -1.1418 -1.2197
H 1.9310 -1.2072 -0.6641
H 2.2163 -1.1105 -2.0572
O 1.3810 -1.3665 -3.9370
H 0.7067 -1.9730 -3.6140
H 0.9333 -0.5325 -4.1112
O -0.5512 0.1101 -3.0210
H -0.3383 1.0653 -3.0439
H -1.5091 0.1244 -3.1376
O -1.0903 2.7245 -3.3136
H -0.8726 3.4645 -2.7380
H -2.0533 2.7388 -3.4670
O -3.7513 0.3809 1.7184
H -3.3563 -0.0497 0.9499
H -3.2791 -0.0531 2.4507
O -3.5211 0.3099 -1.7255
H -4.3530 0.1109 -1.2394
H -3.2307 0.7023 -0.8909
O 1.6784 2.2879 -1.7937
H 2.3831 1.6831 -1.5284
H 1.5855 2.8751 -1.0049
O 0.6989 -0.8540 3.7063
H 0.6013 0.1005 3.7691
H 1.5480 -1.0466 3.2552
O -1.8421 -1.4050 3.4249
H -1.7443 -2.3375 3.1694
H -1.0482 -1.2311 4.0042
O 2.8665 -1.6598 2.3212
H 2.6532 -1.8194 1.3944
H 2.9289 -2.5408 2.7126
O 3.2964 -3.5244 0.3274
H 2.8541 -3.5930 -0.5288
H 3.9345 -2.8218 0.1388
*
```

The value obtained for the lowest unoccupied orbital energy is 0.29 eV. As for the frontier orbital gap: 8.3 eV. Its SMILES is CCNCCCCN.O.O.O.O.O.O.O.O.O.O.O.

***

--- ii ---
Formula: C6H38N2O11
Source: OMol25
Level of theory: the ωB97M-V functional and the def2-TZVPD basis

```
! RIJCOSX wB97M-V def2-TZVPD def2/J DEFGRID3
* xyz 0 1
C -1.2132 1.7932 2.5166
C -0.6606 1.0467 1.1813
C 0.3657 -0.0230 1.5952
C 0.6634 -0.9078 0.3751
C 1.6701 -1.9301 1.1115
N 3.0178 -1.7474 0.5302
N -0.4900 -1.5672 -0.2792
C -0.0842 -2.7442 -1.1885
H -2.2321 2.0521 2.4341
H -0.5200 2.6761 2.7955
H -1.1777 1.2151 3.3388
H -1.4207 0.6189 0.5139
H -0.1490 1.8266 0.5886
H -0.1423 -0.6670 2.2757
H 1.3003 0.2580 2.0452
H 1.1893 -0.3905 -0.4477
H 1.3609 -2.9141 0.8321
H 1.7763 -1.9351 2.3124
H 3.6933 -1.3995 1.1844
H 3.2943 -2.3711 -0.3027
H -1.1353 -1.9873 0.3651
H 0.0860 -3.5569 -0.5023
H 0.8135 -2.3670 -1.7618
H -0.9036 -2.9959 -1.7474
O -0.4214 4.6266 -0.8455
H -0.0276 4.3975 -0.0869
H -1.2249 4.1339 -1.0339
O -2.2109 -2.9864 1.2267
H -2.8534 -2.3839 1.3497
H -2.5508 -3.8717 0.9975
O 1.5157 2.3035 -1.9374
H 1.3242 3.2398 -1.8061
H 0.6060 2.0569 -2.2994
O -0.6051 -2.9025 3.1313
H -1.4595 -2.9367 2.7722
H -0.0763 -3.5481 2.6716
O 3.4462 0.7111 -2.7007
H 2.9045 1.4490 -2.3903
H 4.2270 0.7023 -2.1433
O 3.0471 1.8208 0.0074
H 3.1950 1.1626 0.7241
H 2.1975 1.4739 -0.2299
O -1.9910 -0.3071 -3.7698
H -1.1917 0.1589 -3.5336
H -1.9744 -1.1643 -3.5283
O 0.3745 0.3227 -2.7855
H 0.3876 0.2128 -1.9187
H 1.3027 0.1632 -3.2117
O -3.3689 0.2012 -1.1623
H -2.4934 0.1209 -0.8016
H -2.9513 0.0970 -2.1035
O -4.2810 -0.9594 0.9735
H -4.3093 -0.4916 0.1888
H -4.2093 -0.2155 1.5290
O 1.4084 3.8020 1.1754
H 1.5209 2.8941 1.5203
H 1.6406 3.7341 0.2549
*
```

The value obtained for the lowest unoccupied orbital energy is 0.19 eV. As for the frontier orbital gap: 8.7 eV. Its SMILES is CCC[C@@H](CN)NC.O.O.O.O.O.O.O.O.O.O.O.

***

Tell me which of them is the least stable. Sure, it is ii.

***

--- i ---
Formula: C3H6Br2NO
Source: OMol25
Level of theory: the ωB97M-V functional and the def2-TZVPD basis

```
! RIJCOSX wB97M-V def2-TZVPD def2/J DEFGRID3
* xyz 1 1
C -1.2171 0.5977 -0.6744
C -0.2050 0.5544 1.6949
C -0.6866 -0.0713 0.4729
N 1.5439 -0.7587 -1.5183
O -0.8860 1.0332 -1.7231
Br -3.0928 0.7777 0.0141
Br -0.8653 -1.9291 0.3815
H 0.7288 0.0470 2.0243
H -0.8367 0.4729 2.6037
H -0.0378 1.6514 1.5626
H 1.8765 0.1817 -1.3326
H 1.9998 -1.4766 -0.9275
H 1.6782 -1.0804 -2.5780
*
```

The value obtained for the lowest unoccupied orbital energy is -7.33 eV. As for the frontier orbital gap: 6.5 eV.

***

--- ii ---
Formula: C3H6Br2NO
Source: OMol25
Level of theory: the ωB97M-V functional and the def2-TZVPD basis

```
! RIJCOSX wB97M-V def2-TZVPD def2/J DEFGRID3
* xyz 1 1
C 0.4334 -2.2014 0.3053
C 0.4030 0.0168 -1.3428
C -0.5251 -1.0750 -0.0036
N -0.6871 -0.2691 1.2340
O 1.0124 -2.2047 1.3508
Br 0.6529 -3.5022 -1.0436
Br -2.2353 -1.5922 -0.7578
H -0.2385 0.8782 -1.4463
H 0.4277 -0.6097 -2.2213
H 1.3729 0.2149 -0.9149
H -1.6716 -0.2631 1.5481
H -0.0837 -0.7562 1.9515
H -0.3608 0.7057 1.1403
*
```

The value obtained for the lowest unoccupied orbital energy is -4.35 eV. As for the frontier orbital gap: 10.4 eV.

***

Tell me which of them is the least stable. Sure, it is i.

***

--- i ---
Formula: H4NO2PS
Source: OMol25
Level of theory: the ωB97M-V functional and the def2-TZVPD basis

```
! RIJCOSX wB97M-V def2-TZVPD def2/J DEFGRID3
* xyz 0 1
O 2.3851 -1.1341 -0.3729
P 2.6750 0.2838 -0.6129
O 1.3549 1.1106 -0.2935
H 0.6708 0.6139 0.0321
N -0.8637 -0.2671 0.6147
S -2.3737 -0.0434 -0.2212
H -1.1860 -0.3714 1.6055
H -0.5678 -1.1056 0.3332
H -2.0948 0.9134 -1.0849
*
```

The value obtained for the lowest unoccupied orbital energy is 0.22 eV. As for the frontier orbital gap: 10.0 eV. Its SMILES is O=PO.NS.

***

--- ii ---
Formula: H4NO2PS
Source: OMol25
Level of theory: the ωB97M-V functional and the def2-TZVPD basis

```
! RIJCOSX wB97M-V def2-TZVPD def2/J DEFGRID3
* xyz 0 1
N 0.3051 -0.9217 -1.0195
O 0.6946 1.7420 0.4997
O -0.0992 -0.7156 1.4242
P -0.5168 -0.0582 0.0616
S -2.3494 0.3303 -0.3945
H 1.2909 -0.9617 -0.9238
H -0.1007 -0.9548 -1.8846
H -0.0026 2.3497 0.5254
H 0.7782 -0.8100 1.7115
*
```

The value obtained for the lowest unoccupied orbital energy is 0.20 eV. As for the frontier orbital gap: 9.9 eV.

***

Tell me which of them is the least stable. Sure, it is i.